Entry 1:
The following is a DFT calculation (the ωB97M-V functional and the def2-TZVPD basis) of the molecule C4H14N2Si.

Last columns: bonded neighbours and bond lengths (Å).
Positions of all 21 atoms, in Å:
1 Si 3.4678 0.4508 0.2684  H7 1.537, N8 1.751, H9 1.464, H13 1.402
2 H -2.3098 1.7346 -1.2602  C20 1.062
3 H -3.6903 1.4353 -0.3746  C20 1.093
4 H 1.1070 -2.4305 -0.1873  N12 1.091
5 H -2.5132 -0.4912 -0.8979  C18 1.042
6 C -0.8651 -0.5007 0.4147  C11 1.509, H14 1.129, C18 1.499, H21 1.109
7 H 4.8780 -0.0214 0.6559  Si1 1.537
8 N 2.1781 -0.6976 0.5571  Si1 1.751, N12 1.603, H15 1.055
9 H 2.9371 1.5265 1.1072  Si1 1.464
10 H -2.3643 2.1298 0.5035  C20 1.144
11 C 0.0510 -0.7091 -0.7665  C6 1.509, N12 1.428, H16 1.127, H19 1.085
12 N 1.2728 -1.4164 -0.5532  H4 1.091, N8 1.603, C11 1.428
13 H 3.4729 0.8632 -1.0720  Si1 1.402
14 H -0.5025 0.2612 1.1644  C6 1.129
15 H 1.7409 -0.8018 1.5114  N8 1.055
16 H 0.3242 0.3135 -1.1524  C11 1.127
17 H -2.9313 -0.2177 0.8279  C18 1.066
18 C -2.2482 -0.0783 0.0217  H5 1.042, C6 1.499, H17 1.066, C20 1.520
19 H -0.4189 -1.3241 -1.5266  C11 1.085
20 C -2.6020 1.3622 -0.3101  H2 1.062, H3 1.093, H10 1.144, C18 1.520
21 H -0.9840 -1.3883 1.0687  C6 1.109

Computed properties:
- LUMO energy (eV) = 1.02
- SMILES string = CCCCNN[SiH3]
- relative energy (zero: lowest compared OMol25 entry of this formula, charge and spin) (kcal per mole) = 77.7
- energy (Eh) = -559.70771

=====

Entry 2:
The following is a DFT calculation (the ωB97M-V functional and the def2-TZVPD basis) of the ion C22H27ClN3O7 with charge -1.

Last columns: bonded neighbours and bond lengths (Å).
Positions of all 60 atoms, in Å:
1 C 0.5609 -2.1213 -0.7472  H32 1.086, C45 1.384, C54 1.392
2 C 3.0063 -1.8801 0.5727  C7 1.393, H42 1.088, C47 1.424
3 C 1.9321 3.7858 -1.6079  O16 1.231, N23 1.399, N28 1.399
4 H -3.3528 3.4132 0.8768  C27 1.094
5 C -0.9645 0.1762 1.1035  Cl17 1.779, C43 1.443, C50 1.558, C55 1.547
6 C -3.9091 -2.0784 1.5419  C31 1.496, H33 1.095, H35 1.095, O60 1.457
7 C 2.0735 -0.8460 0.6132  C2 1.393, H36 1.095, C54 1.396
8 H -5.8229 3.1768 1.2798  C46 1.090
9 H 3.0114 2.3260 -3.7222  C52 1.098
10 C -0.0778 2.8135 -0.5398  C19 1.453, N28 1.410, O41 1.239
11 H 0.0634 5.5270 0.2273  C39 1.094
12 O -3.0602 1.3770 1.0323  C27 1.441, C50 1.347
13 H -5.4790 -0.7211 2.0664  C31 1.094
14 H 4.3232 -4.8127 -2.2191  C37 1.104
15 O -1.3492 2.3610 2.1427  C50 1.217
16 O 2.5404 4.7400 -2.0929  C3 1.231
17 Cl -0.1825 -0.2800 2.6350  C5 1.779
18 O 1.5813 0.4157 -2.3494  C58 1.238
19 C 0.5725 1.5164 -0.4578  C10 1.453, C43 1.498, C58 1.455
20 H 4.8419 -3.6111 1.3407  C38 1.095
21 H -3.6905 2.6923 2.4779  C27 1.093
22 H 0.8229 5.9072 -1.3469  C39 1.087
23 N 2.3726 2.4661 -1.7503  C3 1.399, C52 1.440, C58 1.409
24 H 5.6860 -3.3299 -0.1998  C38 1.102
25 H 2.5958 -5.0373 -1.8592  C37 1.091
26 H 3.8154 -6.0097 -0.9968  C37 1.100
27 C -3.7980 2.5599 1.3979  H4 1.094, O12 1.441, H21 1.093, C46 1.498
28 N 0.7376 3.9088 -0.8908  C3 1.399, C10 1.410, C39 1.447
29 H 3.8356 1.2595 -2.5554  C52 1.091
30 H -0.8463 0.1203 -0.9057  C43 1.104
31 C -5.0870 -1.6935 2.3802  C6 1.496, H13 1.094, H51 1.092, H56 1.094
32 H -0.4027 -2.2226 -1.2388  C1 1.086
33 H -4.1388 -2.0415 0.4720  C6 1.095
34 H -5.6221 1.4407 1.5424  C46 1.094
35 H -3.5037 -3.0612 1.8065  C6 1.095
36 H 2.2807 0.0335 1.2309  C7 1.095
37 C 3.5931 -5.0182 -1.4173  H14 1.104, H25 1.091, H26 1.100, N53 1.452
38 C 4.9583 -3.9779 0.3153  H20 1.095, H24 1.102, H40 1.096, N53 1.448
39 C 0.1534 5.2303 -0.8219  H11 1.094, H22 1.087, N28 1.447, H57 1.094
40 H 5.3716 -4.9923 0.3516  C38 1.096
41 O -1.2893 3.0319 -0.4005  C10 1.239
42 H 3.9597 -1.7578 1.0833  C2 1.088
43 C -0.1333 0.2526 -0.0739  C5 1.443, C19 1.498, H30 1.104, C54 1.555
44 H -5.3191 2.1406 -0.0679  C46 1.093
45 C 1.4517 -3.1797 -0.7735  C1 1.384, C47 1.414, H59 1.092
46 C -5.2226 2.3081 1.0081  H8 1.090, C27 1.498, H34 1.094, H44 1.093
47 C 2.7247 -3.0629 -0.1694  C2 1.424, C45 1.414, N53 1.368
48 O -2.1926 -1.4471 -0.2673  C55 1.231
49 H 4.1899 3.0254 -2.5756  C52 1.088
50 C -1.7888 1.4455 1.4725  C5 1.558, O12 1.347, O15 1.217
51 H -5.8710 -2.4411 2.2465  C31 1.092
52 C 3.4284 2.2599 -2.7082  H9 1.098, N23 1.440, H29 1.091, H49 1.088
53 N 3.6798 -4.0238 -0.3622  C37 1.452, C38 1.448, C47 1.368
54 C 0.8667 -0.9378 -0.0818  C1 1.392, C7 1.396, C43 1.555
55 C -2.0491 -0.8905 0.8218  C5 1.547, O48 1.231, O60 1.331
56 H -4.8257 -1.6317 3.4404  C31 1.094
57 H -0.8428 5.2363 -1.2738  C39 1.094
58 C 1.4966 1.3770 -1.5736  O18 1.238, C19 1.455, N23 1.409
59 H 1.1465 -4.0922 -1.2896  C45 1.092
60 O -2.8526 -1.1253 1.8571  C6 1.457, C55 1.331

Computed properties:
- LUMO energy (eV) = 2.73
- total charge = -1
- SMILES string = CCOC(=O)C(Cl)(C(=O)OCC)[C@H](c1ccc(N(C)C)cc1)c1c([O-])n(C)c(=O)n(C)c1=O
- relative energy (zero: lowest compared OMol25 entry of this formula, charge and spin) (kcal per mole) = 0.0
- energy (Eh) = -2005.76677

=====

Entry 3:
The following is a DFT calculation (the ωB97M-V functional and the def2-TZVPD basis) of the molecule C4H11NO2S.

Last columns: bonded neighbours and bond lengths (Å).
Positions of all 19 atoms, in Å:
1 H 3.1287 0.9005 2.0801  C8 1.165
2 N 0.0967 -1.1179 -0.3984  H6 1.063, S11 2.120, C13 1.448
3 H -1.0394 -0.7633 1.0744  C13 1.078
4 H -0.5645 1.4482 0.8295  C12 1.083
5 H 2.6365 2.2797 1.2432  C8 1.076
6 H 0.1736 -1.1805 -1.4573  N2 1.063
7 H -2.6717 -0.3869 -1.5557  C14 1.176
8 C 2.8934 1.2639 0.9983  H1 1.165, H5 1.076, S11 1.889
9 H 1.6520 -1.8537 0.2360  O17 0.955
10 H -0.3392 1.2139 -0.9788  C12 1.116
11 S 1.7988 0.0733 0.0220  N2 2.120, C8 1.889, O16 1.453, O17 1.587
12 C -1.0030 1.0825 -0.0912  H4 1.083, H10 1.116, C13 1.555, H19 1.129
13 C -1.1171 -0.4622 0.0421  N2 1.448, H3 1.078, C12 1.555, C14 1.534
14 C -2.4882 -0.8809 -0.5047  H7 1.176, C13 1.534, H15 1.140, H18 1.110
15 H -3.2289 -0.3195 0.1552  C14 1.140
16 O 2.1610 0.2408 -1.3749  S11 1.453
17 O 2.3199 -1.2963 0.6303  H9 0.955, S11 1.587
18 H -2.5610 -1.9889 -0.5130  C14 1.110
19 H -1.8474 1.7473 -0.4372  C12 1.129

Computed properties:
- LUMO energy (spin up / spin down) (eV) = -1.04 / -1.26
- SMILES string = C=[S@@](=O)(O)NC(C)C
- relative energy (zero: lowest compared OMol25 entry of this formula, charge and spin) (kcal per mole) = 150.4
- energy (Eh) = -762.20967

=====

Entry 4:
The following is a DFT calculation (the ωB97M-V functional and the def2-TZVPD basis) of a cluster of 10 separate species, C5H27O11 in total.

Last columns: bonded neighbours and bond lengths (Å).
Positions of all 43 atoms, in Å:
1 H -0.6351 0.0744 0.9536  C5 1.052
2 H -3.4350 -1.7772 1.9339  O39 0.910
3 O 1.9753 -1.4813 -2.1059  H9 0.897, H21 1.098
4 H 1.0050 -3.8962 -0.9504  O28 0.927
5 C 0.2414 0.0480 0.3718  H1 1.052, C8 1.523, O15 1.358, H24 1.090
6 O 0.1578 0.3433 -2.8666  H27 0.909, H42 0.989
7 H -1.3880 -2.9645 1.3886  O31 0.914
8 C 1.3622 0.2933 1.3729  C5 1.523, H12 1.110, H37 1.126, C40 1.471
9 H 2.3500 -1.0196 -1.4340  O3 0.897
10 O 4.0908 2.6993 -1.0067  C11 1.380, H17 1.054
11 C 3.7133 1.8951 0.0498  O10 1.380, H18 1.166, C33 1.304
12 H 0.9572 -0.3077 2.2141  C8 1.110
13 H -3.1348 1.1014 3.2603  O19 0.882
14 H 2.8139 0.3299 -1.1054  C33 1.239
15 O 0.1478 1.0351 -0.5565  C5 1.358
16 H 3.2102 -0.2176 2.1598  C40 1.161
17 H 3.3446 2.5537 -1.7361  O10 1.054
18 H 4.1960 2.3417 1.0131  C11 1.166
19 O -3.1215 1.9837 3.2637  H13 0.882, H22 0.906
20 H -2.5841 -1.1102 -1.7328  O26 0.950
21 H 1.1486 -0.8616 -2.4786  O3 1.098
22 H -2.7042 2.3101 2.5291  O19 0.906
23 O -1.8411 2.8104 0.9208  H30 1.008, H36 0.926
24 H 0.2927 -0.9687 -0.0190  C5 1.090
25 O -2.1189 1.2950 -1.7861  H29 0.952, H35 1.180
26 O -3.2081 -0.8425 -1.0680  H20 0.950, H34 0.966
27 H -0.7459 0.2482 -2.8800  O6 0.909
28 O 0.3585 -3.2384 -1.0417  H4 0.927, H38 0.895
29 H -2.4117 2.1955 -1.8845  O25 0.952
30 H -0.9287 2.3956 0.8125  O23 1.008
31 O -1.4272 -3.7915 1.0025  H7 0.914, H41 0.920
32 H -2.6234 -1.1335 0.9515  O39 1.016
33 C 3.1943 0.6998 0.0142  C11 1.304, H14 1.239, C40 1.474
34 H -2.9160 0.0747 -0.9824  O26 0.966
35 H -1.2069 1.1623 -1.0489  O25 1.180
36 H -2.2998 2.6512 0.1321  O23 0.926
37 H 1.3533 1.3927 1.6180  C8 1.126
38 H 0.7969 -2.6423 -1.5452  O28 0.895
39 O -2.7319 -1.1999 1.9593  H2 0.910, H32 1.016
40 C 2.7295 -0.1774 1.1033  C8 1.471, H16 1.161, C33 1.474, H43 1.153
41 H -0.9171 -3.7619 0.2376  O31 0.920
42 H 0.2211 0.7774 -1.9803  O6 0.989
43 H 2.7187 -1.3201 0.9465  C40 1.153

Computed properties:
- LUMO energy (eV) = 3.01
- total charge = -1
- relative energy (zero: lowest compared OMol25 entry of this formula, charge and spin) (kcal per mole) = 159.0
- energy (Eh) = -1034.29335

=====

Entry 5:
The following is a DFT calculation (the ωB97M-V functional and the def2-TZVPD basis) of the molecule C18H20N4OS2.

Last columns: bonded neighbours and bond lengths (Å).
Positions of all 45 atoms, in Å:
1 C 0.5046 -4.1906 1.3843  H7 1.079, C11 1.387, C16 1.383
2 S -2.8121 -0.8864 1.1039  C14 1.765, C25 1.752
3 C 1.7343 -2.2808 2.1934  C11 1.388, C39 1.383, H40 1.079
4 H -3.4227 2.1213 -3.2132  C17 1.100
5 H -5.5399 2.8273 -0.3260  C19 1.092
6 C 0.9151 0.5656 -0.7183  C31 1.496, N34 1.320, N35 1.326
7 H -0.3869 -4.6055 0.9411  C1 1.079
8 C 2.7136 -4.4698 2.2812  H12 1.080, C16 1.384, C39 1.385
9 C 4.7001 1.2630 -0.8820  H15 1.087, H20 1.088, C22 1.522, H32 1.088
10 H -1.9785 3.9208 -1.1944  C41 1.096
11 C 0.5907 -2.8281 1.6293  C1 1.387, C3 1.388, N13 1.419
12 H 3.5420 -5.1123 2.5392  C8 1.080
13 N -0.4884 -1.9703 1.2914  C11 1.419, C14 1.361, C28 1.372
14 C -1.7671 -2.1723 1.7127  S2 1.765, N13 1.361, S42 1.632
15 H 5.4802 1.2423 -0.1249  C9 1.087
16 C 1.5692 -5.0083 1.7181  C1 1.383, C8 1.384, H24 1.079
17 C -3.3145 3.0697 -2.6661  H4 1.100, O23 1.417, H37 1.093, C41 1.524
18 C -1.3329 1.0454 -0.4902  N21 1.345, C25 1.407, N34 1.342
19 C -4.4972 2.9735 -0.6169  H5 1.092, O23 1.410, C26 1.527, H45 1.100
20 H 4.6804 2.2554 -1.3272  C9 1.088
21 N -2.3327 1.8926 -0.7937  C18 1.345, C26 1.448, C41 1.449
22 C 3.3501 0.9249 -0.2647  C9 1.522, H27 1.092, H30 1.091, C31 1.530
23 O -4.5193 3.3518 -1.9752  C17 1.417, C19 1.410
24 H 1.5026 -6.0697 1.5333  C16 1.079
25 C -1.4610 -0.1091 0.3040  S2 1.752, C18 1.407, C28 1.396
26 C -3.7030 1.6930 -0.3696  C19 1.527, N21 1.448, H29 1.093, H33 1.098
27 H 3.1195 1.6407 0.5272  C22 1.092
28 C -0.2978 -0.8490 0.5240  N13 1.372, C25 1.396, N35 1.325
29 H -3.7358 1.4581 0.6974  C26 1.093
30 H 3.3801 -0.0710 0.1789  C22 1.091
31 C 2.2326 0.9570 -1.3088  C6 1.496, C22 1.530, H36 1.093, H44 1.090
32 H 4.9558 0.5446 -1.6576  C9 1.088
33 H -4.1623 0.8622 -0.9214  C26 1.098
34 N -0.1192 1.3439 -0.9785  C6 1.320, C18 1.342
35 N 0.8870 -0.5332 0.0225  C6 1.326, C28 1.325
36 H 2.4719 0.2476 -2.1051  C31 1.093
37 H -3.1727 3.8746 -3.3921  C17 1.093
38 H 3.6869 -2.6842 2.9527  C39 1.080
39 C 2.7958 -3.1071 2.5136  C3 1.383, C8 1.385, H38 1.080
40 H 1.7870 -1.2190 2.3750  C3 1.079
41 C -2.1137 2.9751 -1.7319  H10 1.096, C17 1.524, N21 1.449, H43 1.090
42 S -2.2985 -3.3788 2.6754  C14 1.632
43 H -1.2015 2.7607 -2.2894  C41 1.090
44 H 2.1347 1.9502 -1.7475  C31 1.090
45 H -4.0767 3.7846 -0.0038  C19 1.100

Computed properties:
- LUMO energy (eV) = 0.37
- SMILES string = CCCc1nc(N2CCOCC2)c2sc(=S)n(-c3ccccc3)c2n1
- relative energy (zero: lowest compared OMol25 entry of this formula, charge and spin) (kcal per mole) = 14.7
- energy (Eh) = -1788.57819

=====

The records above give, respectively, maximum force values of 4.39; 3.62; 3.34; 5.96; 1.41 eV/Å.